[1]
{"formula": "C21H48AlBF3N3O5P", "method": "ωB97M-V/def2-TZVPD", "total_charge": -1, "e_homo_ev": -4.298, "multiplicity": 1, "total_energy_ha": -2277.90157, "orbital_gap_ev": 6.23, "elements": ["C", "C", "C", "C", "C", "C", "C", "C", "C", "C", "Al", "C", "C", "C", "P", "O", "O", "C", "C", "O", "C", "C", "C", "C", "C", "F", "F", "F", "B", "N", "O", "H", "H", "H", "H", "H", "H", "H", "H", "H", "H", "H", "H", "H", "H", "H", "H", "H", "H", "H", "H", "H", "H", "H", "H", "H", "H", "H", "H", "H", "H", "H", "H", "H", "H", "H", "H", "H", "H", "H", "H", "H", "H", "H", "H", "C", "O", "N", "N", "H", "H", "H", "H"], "xyz": [[2.725, -2.430, 2.159], [2.436, -3.584, 1.209], [2.592, -3.292, -0.293], [3.753, -2.359, -0.714], [3.236, -1.064, -1.367], [4.250, 0.072, -1.423], [4.588, 0.738, -0.083], [3.367, 1.072, 0.775], [2.225, 1.821, 0.074], [0.980, 1.944, 0.990], [-0.837, 1.671, 0.095], [-1.799, 0.183, 1.134], [-2.591, -0.819, 0.261], [-3.965, -0.256, -0.082], [-5.237, -1.524, -0.321], [-4.712, -2.901, -0.316], [-5.925, -1.219, -1.752], [-7.320, -0.904, -1.808], [-7.562, 0.610, -1.820], [-6.338, -1.268, 0.829], [-6.513, -2.327, 1.777], [-5.429, -2.308, 2.843], [-1.986, 3.381, 0.361], [-1.335, 4.423, 1.273], [-2.199, 5.650, 1.556], [-3.459, 5.600, 1.061], [-1.639, 6.784, 1.014], [-2.324, 5.909, 2.892], [-0.779, 1.303, -2.015], [0.326, 1.564, -2.981], [-1.921, 0.752, -2.608], [3.724, -2.013, 2.064], [1.970, -1.650, 2.082], [2.647, -2.807, 3.182], [1.388, -3.849, 1.368], [2.996, -4.476, 1.491], [2.765, -4.257, -0.776], [1.657, -2.929, -0.719], [4.462, -2.166, 0.086], [4.305, -2.894, -1.490], [2.985, -1.318, -2.401], [2.295, -0.784, -0.894], [3.847, 0.839, -2.092], [5.170, -0.268, -1.897], [5.220, 0.056, 0.481], [5.215, 1.610, -0.285], [3.713, 1.682, 1.615], [2.965, 0.158, 1.212], [2.013, 1.294, -0.852], [2.587, 2.829, -0.149], [1.075, 1.168, 1.759], [1.069, 2.889, 1.534], [-2.497, 0.665, 1.828], [-1.070, -0.353, 1.749], [-2.042, -1.106, -0.632], [-2.719, -1.736, 0.843], [-3.957, 0.347, -0.991], [-4.313, 0.406, 0.712], [-7.902, -1.406, -1.040], [-7.668, -1.301, -2.761], [-8.384, 0.904, -1.173], [-7.834, 0.920, -2.829], [-6.648, 1.149, -1.585], [-7.474, -2.158, 2.265], [-6.584, -3.298, 1.296], [-5.802, -2.704, 3.787], [-5.170, -1.266, 3.030], [-4.544, -2.854, 2.531], [-2.182, 3.835, -0.615], [-2.958, 3.073, 0.754], [-0.428, 4.789, 0.799], [-1.095, 3.953, 2.225], [0.893, 0.718, -3.047], [0.958, 2.256, -2.595], [-1.692, 0.148, -3.325], [8.314, -0.678, -0.979], [7.172, -0.704, -0.567], [8.757, -1.514, -1.971], [9.252, 0.194, -0.489], [9.692, -1.508, -2.328], [8.092, -2.161, -2.351], [8.956, 0.821, 0.235], [10.198, 0.235, -0.816]], "forces_ev_per_angstrom": [[-0.145, -0.429, 0.502], [-0.568, 0.313, -0.140], [0.628, -0.337, 0.039], [-0.464, -0.211, -0.561], [0.418, -0.435, -0.001], [-0.347, 0.545, -0.054], [-0.193, -0.600, -0.029], [0.199, 0.502, -0.239], [0.221, -0.078, 0.936], [0.215, -0.103, -0.493], [-0.378, 0.613, 0.871], [0.242, 0.250, -0.797], [0.210, -0.083, 1.208], [-0.660, 0.035, -0.531], [1.529, -0.468, -0.495], [-0.247, -0.096, 0.213], [-0.717, 0.295, 1.045], [-0.253, 0.333, -0.834], [-0.086, -0.146, -0.423], [-0.128, -0.141, -0.511], [-0.372, -0.235, 0.836], [-0.079, 0.280, -0.102], [0.340, -0.159, -0.234], [-0.875, -0.293, -0.312], [0.245, 0.350, -0.102], [0.454, 0.022, 0.312], [-0.302, -0.295, 0.224], [-0.070, -0.027, -0.346], [-0.227, 0.373, -0.612], [0.021, -0.315, 0.310], [0.249, -0.732, 0.618], [0.014, 0.146, -0.159], [0.110, 0.190, -0.219], [0.028, 0.032, 0.069], [-0.019, -0.189, 0.025], [0.302, 0.083, -0.014], [-0.155, -0.080, -0.045], [-0.080, 0.207, 0.116], [-0.056, 0.088, 0.161], [0.323, 0.065, 0.079], [-0.200, -0.007, -0.028], [0.041, 0.277, 0.139], [-0.040, 0.037, -0.025], [0.091, -0.156, 0.031], [0.116, -0.008, 0.094], [-0.100, 0.177, 0.027], [-0.089, -0.035, 0.167], [-0.022, -0.106, -0.041], [-0.160, 0.169, -0.193], [-0.011, 0.008, -0.438], [-0.138, -0.064, 0.078], [-0.118, 0.055, 0.090], [-0.014, -0.034, 0.163], [0.058, -0.084, -0.009], [-0.080, 0.065, -0.197], [-0.185, -0.171, -0.156], [0.239, 0.042, -0.051], [-0.040, -0.015, 0.108], [0.239, -0.033, 0.271], [0.072, -0.196, -0.024], [0.110, 0.061, 0.245], [0.005, 0.077, -0.045], [-0.017, 0.037, 0.329], [-0.110, 0.286, -0.176], [0.185, 0.019, -0.267], [-0.023, -0.227, -0.011], [0.167, 0.022, 0.032], [0.105, 0.030, -0.035], [-0.058, 0.047, -0.040], [-0.059, 0.038, 0.118], [0.206, 0.050, 0.197], [0.162, 0.209, 0.160], [0.020, -0.009, -0.367], [0.129, -0.080, 0.095], [-0.068, 0.375, -0.537], [-0.007, 0.006, -0.021], [0.301, -0.134, -0.005], [0.007, -0.016, 0.007], [0.014, -0.011, 0.018], [0.013, 0.026, 0.005], [-0.033, 0.003, 0.006], [-0.036, 0.010, 0.002], [0.003, -0.012, -0.027]]}

***

[2]
{"formula": "C15H13BNO6PdSSe4", "method": "ωB97M-V/def2-TZVPD", "total_charge": -1, "e_homo_ev": [-4.819, -5.443], "multiplicity": 5, "total_energy_ha": -11242.41791, "orbital_gap_ev": [7.09, 5.75], "de_lowest_kj_mol": 5.60, "elements": ["Pd", "C", "C", "C", "C", "C", "C", "C", "S", "O", "O", "N", "C", "C", "O", "O", "H", "H", "H", "H", "H", "H", "H", "H", "H", "Se", "Se", "Se", "Se", "O", "B", "O", "C", "C", "C", "C", "C", "C", "H", "H", "H", "H"], "xyz": [[0.764, -1.464, -2.342], [-0.207, -1.476, 6.137], [-0.238, -1.155, 4.667], [-0.388, -2.169, 3.721], [-0.383, -1.884, 2.368], [-0.234, -0.572, 1.940], [-0.088, 0.448, 2.862], [-0.090, 0.153, 4.220], [-0.216, -0.239, 0.190], [-1.322, -0.980, -0.368], [-0.238, 1.204, 0.063], [1.102, -0.938, -0.356], [2.373, -0.243, -0.213], [3.370, -0.618, -1.325], [4.548, -0.335, -1.155], [2.886, -1.187, -2.376], [-0.788, -2.372, 6.357], [-0.608, -0.654, 6.731], [0.817, -1.657, 6.474], [-0.512, -3.193, 4.053], [-0.501, -2.670, 1.631], [0.020, 1.464, 2.505], [0.021, 0.955, 4.941], [2.848, -0.485, 0.743], [2.238, 0.844, -0.252], [0.829, -1.587, -4.968], [-0.990, -2.956, -5.025], [-1.749, -4.379, -1.556], [0.404, -4.157, -1.650], [0.802, 1.191, -3.877], [0.091, 0.002, -3.988], [-1.257, 0.159, -3.677], [-1.345, 1.456, -3.224], [-2.434, 2.102, -2.692], [-2.240, 3.423, -2.293], [-1.005, 4.046, -2.421], [0.095, 3.377, -2.954], [-0.111, 2.077, -3.348], [-3.379, 1.593, -2.569], [-3.066, 3.968, -1.855], [-0.888, 5.068, -2.084], [1.069, 3.839, -3.035]], "forces_ev_per_angstrom": [[0.185, -0.508, -0.162], [0.002, -0.002, 0.025], [0.000, 0.002, -0.045], [0.007, 0.037, 0.026], [-0.010, -0.056, -0.024], [0.057, -0.035, -0.064], [0.013, 0.058, -0.030], [-0.008, -0.022, 0.022], [0.411, 0.105, 0.134], [-0.417, -0.157, -0.194], [0.070, -0.037, 0.046], [-0.393, 0.254, 0.102], [0.063, 0.043, 0.151], [-0.124, 0.032, 0.057], [0.061, 0.003, -0.015], [0.036, -0.019, -0.067], [-0.002, 0.000, 0.000], [0.001, 0.005, -0.002], [0.001, -0.001, -0.001], [0.000, -0.003, 0.001], [0.003, 0.001, -0.003], [-0.002, 0.001, 0.010], [0.001, 0.001, 0.007], [0.007, 0.028, -0.028], [0.075, 0.001, -0.041], [0.103, 0.088, 0.000], [-0.062, -0.014, 0.032], [-0.059, 0.028, 0.022], [0.093, 0.075, -0.045], [-0.012, 0.133, -0.025], [-0.063, -0.086, 0.125], [-0.065, 0.071, 0.004], [0.026, 0.046, 0.011], [0.000, -0.052, -0.019], [-0.016, 0.032, 0.015], [0.011, 0.018, 0.000], [-0.001, -0.016, -0.005], [0.013, -0.053, -0.023], [-0.001, -0.002, 0.000], [-0.004, 0.000, 0.002], [-0.005, 0.001, 0.002], [0.005, 0.001, -0.001]]}

***

[3]
{"formula": "C54H51KN8O3S5Te", "method": "ωB97M-V/def2-TZVPD", "total_charge": -2, "e_homo_ev": 0.085, "multiplicity": 1, "total_energy_ha": -5611.07716, "orbital_gap_ev": 2.74, "de_lowest_kj_mol": 216.63, "elements": ["K", "N", "C", "N", "C", "N", "N", "C", "C", "C", "C", "C", "C", "N", "C", "C", "C", "C", "C", "C", "H", "H", "H", "H", "H", "H", "H", "H", "H", "H", "H", "C", "C", "C", "C", "C", "O", "C", "C", "C", "C", "C", "C", "C", "O", "C", "C", "C", "N", "C", "C", "Te", "C", "C", "C", "C", "C", "C", "C", "C", "C", "C", "C", "C", "H", "H", "H", "H", "H", "H", "H", "H", "H", "H", "H", "H", "H", "H", "H", "H", "H", "H", "H", "H", "H", "H", "H", "H", "S", "C", "S", "C", "C", "S", "S", "S", "C", "N", "C", "C", "N", "C", "H", "H", "H", "H", "H", "H", "C", "C", "O", "C", "C", "H", "H", "H", "H", "H", "H", "H", "H", "H", "H"], "xyz": [[1.726, 0.369, 0.004], [-4.055, 2.077, -0.895], [-2.779, 1.687, -0.581], [-1.811, 1.672, -1.402], [-1.988, 2.097, -2.705], [-1.044, 1.986, -3.596], [0.188, 1.646, -3.277], [0.866, 0.927, -4.111], [2.242, 0.587, -3.905], [2.985, -0.008, -4.948], [4.299, -0.349, -4.730], [4.856, -0.112, -3.479], [4.051, 0.472, -2.510], [2.798, 0.820, -2.704], [-3.299, 2.565, -3.115], [-3.597, 3.008, -4.405], [-4.886, 3.391, -4.743], [-5.902, 3.341, -3.806], [-5.631, 2.902, -2.513], [-4.344, 2.519, -2.172], [-4.786, 2.064, -0.203], [-2.624, 1.350, 0.434], [0.384, 0.506, -5.005], [2.526, -0.176, -5.914], [4.891, -0.793, -5.522], [5.881, -0.364, -3.261], [4.441, 0.688, -1.526], [-2.798, 3.043, -5.127], [-5.102, 3.729, -5.748], [-6.910, 3.628, -4.072], [-6.418, 2.850, -1.772], [-4.628, -1.333, 3.980], [-3.362, -0.814, 3.359], [-2.894, 0.457, 3.593], [-1.764, 0.999, 2.965], [-1.416, 2.344, 3.445], [-1.599, 2.619, 4.632], [-1.044, 3.461, 2.521], [-0.674, 3.335, 1.188], [-0.525, 4.461, 0.396], [-0.719, 5.727, 0.917], [-1.052, 5.868, 2.256], [-1.219, 4.747, 3.042], [-0.984, 0.178, 2.075], [0.057, 0.542, 1.474], [-1.452, -1.181, 1.938], [-2.596, -1.643, 2.532], [-0.638, -2.125, 1.136], [-0.727, -2.246, -0.131], [-1.638, -1.404, -0.852], [-1.847, -2.003, -2.223], [-2.011, -4.138, -1.957], [-3.834, -3.838, -0.888], [-4.005, -4.249, 0.423], [-5.185, -3.976, 1.096], [-6.204, -3.284, 0.465], [-6.039, -2.869, -0.846], [-4.863, -3.153, -1.515], [0.315, -2.954, 1.880], [1.003, -3.998, 1.262], [1.963, -4.705, 1.959], [2.247, -4.390, 3.279], [1.531, -3.389, 3.914], [0.572, -2.676, 3.222], [-5.141, -0.544, 4.526], [-4.417, -2.145, 4.677], [-5.300, -1.722, 3.212], [-3.427, 1.100, 4.285], [-0.474, 2.367, 0.766], [-0.272, 4.332, -0.646], [-0.617, 6.606, 0.291], [-1.203, 6.854, 2.679], [-1.509, 4.840, 4.079], [-2.906, -2.668, 2.360], [-1.217, -0.397, -0.937], [-2.608, -1.318, -0.336], [-0.997, -1.811, -2.864], [-2.744, -1.618, -2.700], [-3.203, -4.774, 0.924], [-5.301, -4.288, 2.125], [-7.126, -3.068, 0.990], [-6.825, -2.321, -1.349], [-4.740, -2.831, -2.541], [0.770, -4.236, 0.232], [2.503, -5.502, 1.466], [3.023, -4.924, 3.811], [1.736, -3.148, 4.946], [0.030, -1.878, 3.711], [8.464, -3.529, 3.933], [7.373, -2.387, 3.453], [7.722, -1.131, 2.313], [6.092, -0.415, 2.205], [5.149, -0.986, 3.038], [3.521, -0.607, 3.150], [5.754, -2.321, 4.050], [5.843, 0.805, 1.080], [2.655, 6.420, 0.810], [2.712, 5.011, 1.064], [2.906, 4.408, 2.279], [2.844, 3.065, 2.052], [2.621, 2.836, 0.732], [2.545, 4.007, 0.171], [3.611, 6.897, 1.045], [1.875, 6.888, 1.416], [2.427, 6.581, -0.243], [3.072, 4.979, 3.172], [2.957, 2.257, 2.745], [2.382, 4.174, -0.875], [4.763, -2.715, 0.280], [4.415, -3.410, -1.018], [3.259, -2.820, -1.557], [2.834, -3.404, -2.756], [1.467, -2.832, -3.074], [5.622, -3.191, 0.748], [3.918, -2.750, 0.962], [4.999, -1.674, 0.080], [4.232, -4.486, -0.850], [5.248, -3.318, -1.735], [2.780, -4.503, -2.637], [3.556, -3.186, -3.565], [0.815, -3.012, -2.224], [1.049, -3.285, -3.971], [1.553, -1.757, -3.208]], "forces_ev_per_angstrom": [[1.687, -0.387, -0.796], [0.345, -0.081, 0.102], [-0.877, 0.130, 0.035], [0.676, 0.204, -0.200], [1.600, -0.790, -0.322], [-2.249, 0.596, -0.847], [2.005, -0.750, 0.434], [-2.230, 0.623, 0.248], [1.838, -0.523, 0.063], [-0.865, 0.469, 0.317], [0.548, -0.040, 0.382], [-0.146, -0.084, -0.473], [0.553, 0.091, 0.230], [-0.880, 0.038, -0.434], [-0.916, 0.256, -0.180], [-0.164, 0.036, 0.211], [0.336, 0.044, -0.282], [-0.041, -0.241, 0.681], [-0.378, 0.238, -0.510], [0.431, 0.019, -0.185], [0.159, -0.082, 0.080], [-0.011, -0.048, 0.304], [0.012, 0.262, 0.101], [-0.104, -0.020, -0.001], [-0.033, -0.014, 0.023], [0.054, -0.034, 0.117], [0.294, -0.091, 0.339], [0.101, -0.042, -0.069], [0.034, 0.001, -0.026], [-0.025, 0.027, -0.001], [-0.039, 0.010, 0.032], [0.120, -0.008, -0.010], [-0.210, -0.039, 0.062], [-0.229, 0.006, -0.034], [0.083, -0.663, -0.154], [0.065, 0.227, 0.772], [0.087, -0.109, -0.624], [-0.016, 0.519, 0.016], [-0.062, -0.014, 0.095], [-0.124, 0.149, -0.119], [-0.009, 0.084, -0.097], [-0.040, 0.098, 0.026], [-0.004, -0.038, 0.109], [-0.753, -0.105, 0.588], [-0.732, 0.230, 0.626], [-0.317, 0.207, -0.121], [0.094, 0.293, 0.020], [-0.072, 0.119, -0.396], [0.679, 0.231, 0.573], [-0.166, 0.137, 0.247], [-0.062, -0.185, 0.081], [-0.643, -0.002, -0.329], [0.374, -0.123, -0.356], [0.212, -0.149, 0.030], [-0.142, -0.047, 0.116], [-0.099, -0.009, 0.101], [-0.104, 0.081, -0.001], [-0.071, 0.143, -0.249], [0.342, -0.280, 0.364], [-0.062, 0.065, -0.107], [0.014, -0.105, -0.098], [-0.112, -0.042, 0.119], [0.095, -0.137, 0.142], [-0.109, -0.046, -0.176], [-0.096, 0.043, 0.054], [-0.064, -0.085, 0.078], [-0.131, -0.022, 0.013], [-0.011, 0.001, 0.010], [-0.001, -0.184, 0.060], [0.086, -0.016, -0.144], [0.031, -0.007, -0.049], [0.000, 0.034, 0.025], [0.019, -0.038, 0.021], [0.032, -0.048, 0.049], [-0.058, -0.152, 0.007], [0.072, 0.070, -0.048], [0.164, -0.111, -0.203], [-0.084, -0.083, -0.147], [0.078, -0.007, 0.084], [0.010, -0.028, 0.055], [-0.003, 0.018, 0.051], [-0.054, 0.015, -0.027], [-0.026, 0.001, -0.058], [0.067, 0.053, -0.058], [0.073, -0.046, -0.046], [0.053, 0.002, 0.016], [0.092, 0.090, 0.011], [0.079, 0.054, 0.052], [0.729, -0.650, 0.322], [-0.521, 0.675, -0.201], [-0.890, -0.406, 0.429], [0.061, -1.236, 1.155], [1.682, -0.156, -0.330], [-1.621, 0.313, 0.195], [0.405, 0.438, -0.751], [-0.049, 1.174, -1.198], [0.077, 0.260, 0.036], [0.027, -0.104, -0.132], [-0.063, -0.126, 0.219], [0.061, 0.219, 0.471], [-0.154, -0.234, -0.529], [0.135, 0.092, -0.120], [-0.050, -0.025, -0.070], [0.006, -0.036, -0.075], [0.006, 0.027, 0.028], [0.013, 0.073, 0.142], [0.129, -0.310, 0.184], [-0.065, 0.175, -0.277], [-0.174, -0.149, -0.419], [0.490, -0.237, 0.360], [-0.377, 0.270, -0.118], [-0.013, -0.073, -0.039], [0.365, -0.181, 0.159], [0.111, -0.010, 0.073], [-0.053, 0.028, 0.173], [0.101, 0.217, 0.142], [-0.002, 0.068, -0.087], [-0.054, -0.069, -0.032], [0.001, 0.156, -0.069], [-0.072, -0.087, 0.078], [-0.137, -0.037, 0.113], [-0.095, -0.009, -0.148], [-0.084, 0.088, -0.078]]}